[1]
Density functional theory data (wB97M-V/def2-TZVPD) for a structure of composition C37H31BiBrN10.

Each line ends with the Löwdin charge.
Positions of all 80 atoms, in Å:
Bi: -0.33 0.15 -0.09  1.839
Br: -3.25 -0.89 7.24  0.783
C: -2.02 -0.66 5.83  -0.688
C: -2.48 -0.49 4.53  -0.102
C: -1.56 -0.33 3.51  -0.043
C: -0.19 -0.33 3.77  -0.266
C: 0.25 -0.51 5.08  -0.026
C: -0.66 -0.68 6.10  -0.104
N: 0.65 -0.18 2.64  0.046
C: 1.87 0.16 2.80  -0.108
C: 2.84 0.22 1.68  -0.272
C: 4.15 0.57 1.96  -0.016
C: 5.07 0.60 0.92  -0.035
C: 4.64 0.27 -0.35  -0.028
C: 3.31 -0.07 -0.54  -0.134
N: 2.42 -0.10 0.45  0.018
H: -3.54 -0.48 4.33  0.109
H: -1.92 -0.22 2.49  0.061
H: 1.31 -0.56 5.32  0.105
H: -0.31 -0.83 7.12  0.110
H: 2.29 0.42 3.77  0.126
H: 4.45 0.80 2.97  0.122
H: 6.10 0.87 1.10  0.120
H: 5.31 0.28 -1.20  0.115
H: 2.93 -0.32 -1.52  0.098
N: 0.32 -0.53 -2.11  -0.064
C: 0.02 -0.11 -3.18  -0.365
N: -0.33 0.22 -4.32  0.120
C: 0.06 1.29 -4.99  -0.366
N: 0.35 2.22 -5.61  0.130
C: -4.32 3.69 0.01  -0.085
C: -3.39 3.30 0.96  -0.080
C: -2.82 2.03 0.89  -0.098
C: -3.14 1.16 -0.15  -0.385
C: -4.09 1.56 -1.09  -0.023
C: -4.68 2.81 -1.00  -0.066
N: -2.46 -0.06 -0.29  -0.219
C: -3.20 -1.21 -0.65  -0.358
C: -2.76 -2.05 -1.67  -0.049
C: -3.45 -3.22 -1.94  -0.071
C: -4.58 -3.56 -1.22  -0.085
C: -5.04 -2.70 -0.22  -0.072
C: -4.35 -1.54 0.07  -0.038
H: -4.77 4.67 0.07  0.107
H: -3.13 3.96 1.78  0.108
H: -2.15 1.71 1.69  0.070
H: -4.36 0.89 -1.89  0.124
H: -5.41 3.11 -1.74  0.111
H: -1.89 -1.78 -2.24  0.083
H: -3.10 -3.87 -2.74  0.108
H: -5.12 -4.47 -1.44  0.105
H: -5.93 -2.95 0.33  0.108
H: -4.70 -0.87 0.84  0.120
N: -0.51 2.57 -1.42  0.005
H: 0.02 3.31 -0.98  0.050
H: -1.49 2.87 -1.39  0.033
H: -0.25 2.57 -2.40  0.030
C: -1.00 -4.15 1.39  -0.004
C: -1.12 -2.81 1.08  -0.117
N: -0.21 -2.17 0.33  -0.076
C: 0.86 -2.83 -0.09  -0.101
C: 1.10 -4.15 0.24  -0.201
C: 0.13 -4.83 0.96  0.019
C: 2.40 -4.75 -0.12  -0.021
C: 3.55 -4.48 0.50  -0.014
C: 3.72 -3.64 1.69  -0.253
C: 4.97 -3.15 2.04  0.006
C: 5.05 -2.37 3.18  -0.125
N: 3.99 -2.10 3.94  0.095
C: 2.85 -2.64 3.54  -0.207
N: 2.65 -3.38 2.46  0.165
H: -1.77 -4.63 1.97  0.121
H: -1.98 -2.23 1.40  0.097
H: 1.58 -2.27 -0.67  0.090
H: 0.27 -5.87 1.23  0.132
H: 2.42 -5.43 -0.97  0.123
H: 4.46 -4.91 0.10  0.115
H: 5.85 -3.37 1.45  0.117
H: 6.00 -1.95 3.50  0.117
H: 1.98 -2.47 4.17  0.103

Output
Total energy ... -129649.729 eV
Charge ... +1
Kohn-Sham gap ... 6.8 eV
ΔE to the lowest compared entry with this formula, charge and spin ... 3.64 kcal/mol
E_LUMO ... -3.557 eV



[2]
Density functional theory data (wB97M-V/def2-TZVPD) for a cluster of 6 separate species, C37H31BrO26S in total.

Each line ends with the Löwdin charge.
Positions of all 96 atoms, in Å:
C: 9.18 -5.38 -0.21  0.031
C: 9.26 -4.66 -1.52  -0.490
O: 10.03 -4.93 -2.38  0.149
O: 8.39 -3.62 -1.73  0.108
C: 7.62 -3.12 -0.69  -0.421
O: 8.07 -2.35 0.09  0.190
C: 6.21 -3.64 -0.71  -0.151
O: 5.35 -2.74 -0.04  -0.294
S: 4.39 -3.41 1.12  0.952
O: 3.45 -2.35 1.36  -0.384
O: 3.69 -4.54 0.19  -0.393
C: 2.70 -4.10 -0.76  -0.284
C: 1.34 -4.75 -0.51  -0.691
C: 1.36 -6.21 -0.95  -0.147
Br: 0.88 -4.71 1.38  0.757
H: 9.95 -6.15 -0.23  0.097
H: 9.36 -4.72 0.63  0.099
H: 8.21 -5.87 -0.09  0.091
H: 6.23 -4.63 -0.24  0.123
H: 5.90 -3.75 -1.75  0.147
H: 2.65 -3.02 -0.81  0.117
H: 3.03 -4.47 -1.73  0.130
H: 0.56 -4.22 -1.04  0.089
H: 1.10 -6.30 -2.01  0.082
H: 0.64 -6.80 -0.40  0.052
H: 2.35 -6.65 -0.80  0.079
C: -5.45 -5.03 -0.74  0.076
C: -4.19 -5.42 -0.95  -0.234
C: -3.06 -5.03 -0.03  -0.300
O: -1.95 -5.45 -0.31  0.072
C: -3.35 -4.17 1.10  0.081
C: -4.61 -3.78 1.31  -0.240
C: -5.75 -4.19 0.40  -0.311
O: -6.86 -3.79 0.69  0.112
O: -4.99 -3.00 2.31  0.100
O: -3.82 -6.19 -1.97  0.118
H: -6.27 -5.31 -1.39  0.136
H: -2.53 -3.88 1.74  0.126
H: -5.95 -2.88 2.22  0.125
H: -2.86 -6.32 -1.87  0.117
C: -3.41 -0.11 1.48  0.084
C: -4.09 1.03 1.25  -0.221
C: -3.40 2.37 1.20  -0.282
O: -4.11 3.33 0.95  0.082
C: -1.98 2.44 1.44  0.081
C: -1.30 1.31 1.68  -0.230
C: -1.98 -0.04 1.70  -0.303
O: -1.27 -1.01 1.91  0.106
O: 0.00 1.26 1.91  0.129
O: -5.39 1.07 1.06  0.128
H: -3.89 -1.07 1.53  0.110
H: -1.50 3.41 1.41  0.138
H: 0.23 0.32 2.04  0.126
H: -5.64 2.01 0.93  0.104
C: -6.55 7.59 1.74  0.067
C: -6.27 6.29 1.59  -0.246
C: -7.33 5.22 1.70  -0.306
O: -6.99 4.07 1.51  0.101
C: -8.69 5.62 2.02  0.075
C: -8.96 6.93 2.18  -0.234
C: -7.91 8.00 2.04  -0.313
O: -8.27 9.15 2.19  0.105
O: -10.17 7.39 2.46  0.118
O: -5.06 5.83 1.30  0.094
H: -5.80 8.36 1.65  0.138
H: -9.44 4.85 2.11  0.135
H: -10.07 8.37 2.51  0.120
H: -5.12 4.85 1.25  0.075
C: -5.48 4.13 -3.25  0.074
C: -5.63 5.14 -2.38  -0.229
C: -6.95 5.87 -2.22  -0.302
O: -6.99 6.75 -1.39  0.108
C: -8.06 5.47 -3.06  0.076
C: -7.91 4.47 -3.93  -0.236
C: -6.60 3.72 -4.07  -0.316
O: -6.57 2.81 -4.88  0.104
O: -8.87 4.03 -4.73  0.119
O: -4.67 5.56 -1.59  0.119
H: -4.55 3.60 -3.37  0.135
H: -9.00 6.01 -2.95  0.136
H: -8.48 3.30 -5.25  0.120
H: -5.03 6.29 -1.04  0.108
C: 13.16 1.28 0.99  0.071
C: 12.24 0.95 1.91  -0.238
C: 11.09 0.03 1.59  -0.308
O: 10.32 -0.23 2.51  0.107
C: 10.96 -0.49 0.25  0.079
C: 11.88 -0.15 -0.67  -0.233
C: 13.05 0.75 -0.35  -0.315
O: 13.83 0.98 -1.25  0.104
O: 11.85 -0.58 -1.93  0.120
O: 12.26 1.38 3.16  0.115
H: 13.99 1.94 1.21  0.134
H: 10.13 -1.14 0.02  0.110
H: 12.63 -0.19 -2.36  0.119
H: 11.48 0.98 3.59  0.119

Output
Total energy ... -172981.600 eV
Kohn-Sham gap ... 7.9 eV
ΔE to the lowest compared entry with this formula, charge and spin ... 4.20 kcal/mol
E_LUMO ... -1.623 eV



[3]
Density functional theory data (wB97M-V/def2-TZVPD) for a structure of composition C37H31F5N4OP2S2TeTi.

Each line ends with the Löwdin charge.
Positions of all 84 atoms, in Å:
Ti: 1.90 -0.07 0.46  0.672
C: 0.45 2.14 2.80  -0.290
P: 0.26 0.32 2.86  1.031
C: 0.27 -0.15 4.63  -0.343
C: 1.34 -0.88 5.13  -0.126
C: 1.37 -1.25 6.47  -0.082
C: 0.33 -0.91 7.32  -0.110
C: -0.76 -0.20 6.82  -0.108
C: -0.79 0.17 5.49  -0.094
C: -1.53 0.08 2.52  -0.354
C: -2.00 -1.24 2.52  -0.114
C: -3.33 -1.53 2.26  -0.095
C: -4.22 -0.50 1.99  -0.108
C: -3.77 0.81 1.98  -0.105
C: -2.43 1.10 2.24  -0.086
C: 0.30 2.51 1.35  -0.408
C: -0.22 3.66 0.81  -0.081
C: -0.18 3.50 -0.60  -0.079
C: 0.37 2.27 -0.85  -0.385
C: 0.56 1.65 -2.20  -0.281
P: -0.74 0.34 -2.50  1.094
C: -2.15 1.50 -2.76  -0.371
C: -2.45 2.16 -3.95  -0.095
C: -3.49 3.08 -4.01  -0.103
C: -4.24 3.35 -2.87  -0.112
C: -3.95 2.70 -1.68  -0.091
C: -2.92 1.78 -1.63  -0.102
C: -0.39 -0.16 -4.23  -0.386
C: 0.88 -0.08 -4.79  -0.082
C: 1.13 -0.60 -6.05  -0.080
C: 0.12 -1.19 -6.78  -0.109
C: -1.16 -1.29 -6.23  -0.109
C: -1.40 -0.79 -4.97  -0.133
N: 0.65 1.62 0.34  -0.049
H: -0.28 2.68 3.41  0.087
H: 1.45 2.34 3.18  0.030
H: 2.15 -1.15 4.47  0.028
H: 2.22 -1.81 6.85  0.102
H: 0.36 -1.20 8.36  0.090
H: -1.58 0.06 7.47  0.090
H: -1.64 0.72 5.10  0.100
H: -1.30 -2.05 2.73  0.100
H: -3.67 -2.56 2.26  0.094
H: -5.26 -0.72 1.77  0.091
H: -4.46 1.62 1.76  0.094
H: -2.10 2.12 2.20  0.091
H: -0.57 4.51 1.37  0.089
H: -0.52 4.20 -1.35  0.095
H: 0.45 2.43 -2.96  0.095
H: 1.55 1.20 -2.31  0.051
H: -1.85 1.97 -4.83  0.102
H: -3.70 3.59 -4.94  0.092
H: -5.05 4.07 -2.92  0.090
H: -4.53 2.92 -0.79  0.092
H: -2.69 1.27 -0.70  0.086
H: 1.70 0.35 -4.23  0.091
H: 2.14 -0.55 -6.45  0.105
H: 0.32 -1.60 -7.77  0.090
H: -1.96 -1.76 -6.79  0.091
H: -2.40 -0.87 -4.54  0.101
S: 3.75 1.07 3.89  0.554
C: 4.89 0.05 3.13  -0.822
C: 6.27 0.36 3.43  -0.317
N: 7.36 0.64 3.69  0.123
C: 4.66 -1.02 2.31  -0.724
S: 3.08 -1.68 1.87  0.575
C: 5.77 -1.78 1.82  -0.334
N: 6.67 -2.40 1.44  0.127
F: 4.20 0.05 -2.71  -0.535
Te: 3.90 -1.63 -1.75  1.892
F: 3.08 -3.39 -1.33  -0.545
F: 2.86 -1.95 -3.29  -0.448
F: 5.29 -2.44 -2.85  -0.551
F: 3.38 0.90 0.47  -0.374
O: 2.11 -0.71 -1.12  -0.705
C: -1.23 -3.72 -1.86  -0.084
C: 0.13 -3.82 -1.15  -0.191
C: 0.30 -2.76 -0.18  -0.164
N: 0.40 -1.89 0.56  0.113
H: -1.30 -4.49 -2.62  0.072
H: -1.33 -2.75 -2.34  0.045
H: -2.05 -3.84 -1.15  0.072
H: 0.97 -3.72 -1.85  0.104
H: 0.25 -4.78 -0.64  0.123

Output
Total energy ... -131132.555 eV
Charge ... -2
Kohn-Sham gap ... 5.8 eV
ΔE to the lowest compared entry with this formula, charge and spin ... 8.40 kcal/mol
E_LUMO ... 3.900 eV